Formula: C4H7NO2
Source: the Open Molecules 2025 dataset
Level of theory: wB97M-V/def2-TZVPD

Computed properties:
Relative energy (zero: lowest compared OMol25 entry of this formula, charge and spin) (kcal per mole): 134.8
Frontier orbital gap (eV): 9.394
F_max (eV/A): 5.279
HOMO level (eV): -9.17

Each line ends with the Mulliken charge.
Geometry (Å):
1 C -0.316284 -0.230616 2.041957  0.10
2 C -0.810368 -1.190091 0.964582  -0.56
3 C 0.328599 -0.269928 0.724648  0.71
4 C 0.534166 0.943244 -1.579285  -0.64
5 N -0.654761 0.377662 3.063344  -0.60
6 O 1.517258 -0.638716 0.424568  -0.50
7 O -0.133158 1.193778 -0.348105  -0.48
8 H -0.487101 -2.223987 1.115474  0.24
9 H -1.888186 -1.151029 0.545079  0.25
10 H 0.352312 1.867538 -2.236049  0.24
11 H 0.268746 -0.057316 -1.825995  0.28
12 H 1.570464 0.860673 -1.537978  0.27
13 H -0.119189 1.256539 3.264274  0.27
14 H 2.255428 -0.142917 0.973486  0.41

Forces on atoms 1 to 2 (eV/Å):
C -0.6285 0.2680 -2.2868
C -1.6831 -1.0853 0.6069